This record from the OMol25 dataset describes a 11-piece molecular cluster, C34H66O23S5 overall in a non-equilibrium geometry. The level of theory is ωB97M-V/def2-TZVPD.

```
128
C34H66O23S5 (ωB97M-V/def2-TZVPD)
C 2.212 -0.046 3.745
C 1.961 -1.438 4.353
C 0.875 -1.464 5.425
O 0.146 -2.607 5.032
C 0.444 -3.000 3.787
O -0.048 -3.931 3.227
O 1.515 -2.311 3.344
H 1.255 0.403 3.474
H 2.723 -0.290 2.813
H 2.805 0.623 4.362
H 2.915 -1.774 4.768
H 0.197 -0.613 5.398
H 1.323 -1.613 6.406
C 7.525 0.270 1.765
C 6.114 -0.169 2.093
C 5.035 0.322 1.097
O 4.245 -0.861 0.911
C 4.805 -1.937 1.515
O 4.410 -3.053 1.430
O 5.969 -1.572 2.054
H 8.241 -0.004 2.536
H 7.519 1.354 1.631
H 7.840 -0.153 0.809
H 5.890 0.132 3.121
H 5.376 0.716 0.138
H 4.408 1.117 1.505
C -6.174 5.199 -1.907
C -5.920 3.889 -1.188
C -5.272 2.769 -1.975
O -4.061 2.514 -1.302
C -3.959 3.272 -0.179
O -3.127 3.209 0.666
O -4.983 4.155 -0.130
H -6.449 6.076 -1.319
H -7.013 5.118 -2.605
H -5.348 5.577 -2.514
H -6.820 3.412 -0.797
H -5.057 2.949 -3.031
H -5.872 1.857 -1.925
C 3.124 -0.330 -2.722
C 4.544 -0.495 -3.263
C 5.415 0.639 -2.713
O 6.477 -0.006 -1.995
C 6.239 -1.327 -1.969
O 6.961 -2.095 -1.414
O 5.121 -1.654 -2.646
H 2.724 0.640 -3.027
H 3.136 -0.378 -1.634
H 2.440 -1.063 -3.143
H 4.621 -0.585 -4.344
H 4.961 1.403 -2.082
H 5.868 1.209 -3.528
C 0.251 2.250 -4.116
C -1.022 1.452 -4.099
C -2.315 2.084 -3.599
O -3.280 1.662 -4.548
C -2.700 0.990 -5.552
O -3.276 0.560 -6.506
O -1.362 0.961 -5.406
H 0.314 3.073 -4.826
H 1.097 1.594 -4.339
H 0.506 2.569 -3.103
H -0.920 0.514 -3.547
H -2.317 3.175 -3.623
H -2.510 1.674 -2.609
C -1.570 2.711 6.381
C -2.509 2.592 5.191
C -1.966 3.233 3.897
O -1.774 2.161 2.982
C -1.972 0.965 3.608
O -1.699 -0.092 3.140
O -2.397 1.187 4.857
H -0.531 2.583 6.084
H -1.783 1.922 7.099
H -1.704 3.719 6.781
H -3.541 2.809 5.463
H -1.053 3.768 4.156
H -2.709 3.856 3.402
C 1.647 -3.224 -1.515
S 0.330 -4.162 -0.611
O 0.434 -5.525 -1.191
C 1.073 -4.314 1.067
H 1.214 -2.880 -2.451
H 2.435 -3.942 -1.740
H 2.019 -2.440 -0.857
H 1.862 -5.051 0.936
H 0.293 -4.645 1.750
H 1.427 -3.367 1.472
C -3.701 -1.781 -3.060
S -2.068 -2.413 -3.595
O -1.792 -3.718 -2.928
C -2.627 -2.912 -5.270
H -3.483 -1.338 -2.083
H -4.409 -2.581 -2.854
H -4.042 -0.914 -3.627
H -1.844 -3.427 -5.820
H -2.863 -1.964 -5.763
H -3.524 -3.526 -5.239
C -3.216 -3.885 1.641
S -3.516 -4.022 -0.129
O -2.682 -5.150 -0.674
C -5.130 -4.816 -0.012
H -3.995 -3.262 2.089
H -2.234 -3.467 1.849
H -3.335 -4.851 2.134
H -5.442 -4.888 -1.053
H -5.773 -4.173 0.590
H -5.037 -5.825 0.384
C 0.607 3.368 0.956
S 2.414 3.675 0.990
O 2.926 2.602 1.937
C 2.771 2.977 -0.637
H 0.379 2.325 0.742
H 0.140 3.945 0.153
H 0.099 3.679 1.867
H 2.187 3.491 -1.402
H 2.471 1.928 -0.643
H 3.835 3.009 -0.867
C -1.768 0.079 -0.026
S -0.173 -0.337 -0.774
O 0.252 0.977 -1.434
C 0.774 -0.433 0.794
H -1.925 -0.639 0.777
H -2.564 -0.038 -0.765
H -1.878 1.122 0.275
H 1.827 -0.333 0.540
H 0.591 -1.329 1.387
H 0.479 0.373 1.469
```

## Properties
Electronic energy (eV): -137593.19423
ΔE to the lowest compared entry with this formula, charge and spin (kcal per mole): 0.0
Molecular weight (g mol⁻¹): 1003.21
Charge: 0
HOMO energy (eV): -7.058
Orbital gap (eV): 6.9859